Entry from the OMol25 dataset: a structure of composition C19H27MoN5O3 (wB97M-V/def2-TZVPD).

Values from the calculation:
maximum force = 5.16 eV/Å
total charge = +4
gap between HOMO and LUMO (alpha / beta) = 5.1 / 4.5 eV
2S+1 = 3
LUMO level (alpha / beta) = -15.8 / -16.3 eV

Last column: Mulliken charge in e.
Geometry (Å):
N (0.12146, 2.25947, -0.94204)  -0.1671
C (0.18865, 3.39301, -0.95579)  0.3105
C (0.26146, 4.84722, -0.97536)  -1.0106
H (-0.75065, 5.27382, -1.04752)  0.3470
H (0.85335, 5.18372, -1.84112)  0.3695
H (0.73851, 5.21484, -0.05348)  0.3648
N (1.88228, -1.20886, -1.28909)  0.0276
C (2.82458, -1.82262, -1.45858)  0.3278
C (4.02479, -2.60372, -1.69937)  -1.0320
H (4.64371, -2.12483, -2.47391)  0.3622
H (3.75832, -3.61781, -2.03508)  0.3579
H (4.61687, -2.68274, -0.77295)  0.3761
N (-2.00194, -0.99953, -0.94190)  -0.1830
C (-3.01191, -1.51722, -0.95423)  0.3233
C (-4.31294, -2.17029, -0.97521)  -0.9892
H (-4.32923, -3.00315, -0.25479)  0.3544
H (-4.52125, -2.56571, -1.98186)  0.3801
H (-5.10038, -1.44983, -0.70499)  0.3476
Mo (0.08066, -0.03471, -0.81043)  1.0802
C (0.06626, -1.78936, 0.52585)  0.4716
O (0.07005, -2.61808, 1.33188)  -0.1661
C (1.67795, 0.68735, 0.52561)  0.4565
O (2.43894, 1.02266, 1.32914)  -0.1649
C (0.50049, 1.35057, -4.07995)  -0.4310
C (-0.86759, 1.41852, -3.96027)  -0.4285
C (-1.63347, 0.23720, -3.96127)  -0.4544
C (-1.01305, -0.98413, -4.07911)  -0.4139
C (0.38713, -1.05334, -4.20209)  -0.4650
C (1.13527, 0.10055, -4.20128)  -0.4713
H (1.10081, 2.23477, -4.10972)  0.5394
H (-1.37503, 2.35736, -3.89174)  0.5336
H (-2.69762, 0.31761, -3.89423)  0.5342
H (-1.57507, -1.89342, -4.10715)  0.5393
H (0.84356, -2.01278, -4.32078)  0.5342
H (2.19766, 0.07564, -4.31866)  0.5322
C (2.22450, -1.35518, 2.70842)  -1.3681
N (1.04527, -0.59689, 3.25699)  0.0457
C (1.12383, -0.59636, 4.72518)  -1.4664
C (0.01452, 0.00391, 2.63994)  0.9343
O (-0.01888, 0.03604, 1.37203)  -0.1182
N (-1.08296, 0.61543, 3.08874)  -0.0434
C (-1.49805, 0.87602, 4.45163)  -1.0760
C (-2.11237, 1.10812, 2.11212)  -0.8492
H (2.20816, -2.37704, 3.10615)  0.4590
H (3.15199, -0.86608, 3.03168)  0.4485
H (2.24727, -1.43453, 1.62196)  0.5219
H (1.23050, 0.43358, 5.09375)  0.4402
H (0.27019, -1.14627, 5.14689)  0.4490
H (2.01541, -1.12407, 5.10688)  0.4712
H (-1.66096, 1.95114, 4.59063)  0.3894
H (-2.43396, 0.34466, 4.66645)  0.3900
H (-0.80054, 0.59773, 5.25942)  0.4322
H (-1.67737, 1.86797, 1.44911)  0.2209
H (-2.50400, 0.27037, 1.52314)  0.1618
H (-2.96517, 1.56925, 2.63034)  0.4640

---

Entry from the OMol25 dataset: a structure of composition C25H40BO4Tl (wB97M-V/def2-TZVPD).

Values from the calculation:
maximum force = 4.51 eV/Å
total charge = 0
gap between HOMO and LUMO (alpha / beta) = 3.2 / 4.1 eV
2S+1 = 1
LUMO level (alpha / beta) = -1.8 / -1.2 eV

Last column: Mulliken charge in e.
Geometry (Å):
O (-1.08458, 2.79308, -2.26053)  -0.2952
C (0.13102, 2.97131, -3.07377)  0.1267
C (-0.56803, 3.88891, -4.08129)  -0.7241
H (0.44503, 2.00146, -3.46578)  -0.2848
H (0.93094, 3.49365, -2.50368)  0.1534
C (-1.76676, 3.80522, -3.06286)  1.6061
H (-0.76495, 3.38078, -5.03790)  0.3163
H (-0.13666, 4.89503, -4.19988)  0.3132
C (-3.09294, 3.31727, -3.63531)  -1.6635
H (-3.08306, 2.23823, -3.80887)  0.3412
H (-3.31348, 3.82465, -4.58181)  0.3600
H (-3.88618, 3.52469, -2.90692)  0.3508
C (-1.94151, 5.09957, -2.27458)  -1.6489
H (-1.08979, 5.23318, -1.59952)  0.3632
H (-2.84453, 5.04534, -1.65439)  0.3873
H (-2.03783, 5.95390, -2.96499)  0.3578
Tl (0.67460, -1.61244, -0.64996)  1.1042
C (0.86385, 2.05891, 2.63148)  -0.5158
C (2.07172, 1.34885, 2.35467)  -0.0518
C (2.76889, 2.03809, 1.31799)  -1.0233
H (2.43028, 0.46190, 2.85860)  0.5690
C (2.00764, 3.18084, 0.95513)  -0.6250
C (0.79413, 3.16218, 1.72471)  -0.7280
H (-0.05361, 3.84615, 1.65170)  0.3728
H (0.13611, 1.81937, 3.39914)  0.4681
H (3.73214, 1.70334, 0.93804)  0.4013
H (2.28776, 3.95940, 0.24239)  0.4800
C (-2.26872, 0.93867, 2.55373)  -0.2992
C (-3.13645, 1.95116, 2.04463)  -1.2323
C (-3.51515, 1.58682, 0.71374)  -0.1918
H (-3.43553, 2.85742, 2.56060)  0.3771
C (-2.85768, 0.36472, 0.39036)  -1.0093
C (-2.08208, -0.02445, 1.52018)  0.5506
H (-1.44755, -0.91428, 1.57779)  0.2418
H (-1.83653, 0.91552, 3.55477)  0.6334
H (-4.18053, 2.15957, 0.07423)  0.4794
H (-2.92547, -0.18927, -0.55019)  0.3786
O (0.95836, -2.13925, -2.97731)  -0.3724
C (0.19405, -1.36072, -3.96278)  -0.0888
C (0.47232, -1.89948, -5.36960)  -0.5480
H (0.51160, -0.30969, -3.87633)  -0.0822
H (-0.87068, -1.40428, -3.69265)  0.3691
C (1.63825, -2.89328, -5.21585)  -0.5178
H (0.71845, -1.08792, -6.06229)  0.3085
H (-0.39216, -2.43691, -5.77848)  0.2675
C (1.82252, -3.09066, -3.71119)  -0.4576
H (2.54717, -2.47221, -5.65841)  0.2699
H (1.41182, -3.83447, -5.72878)  0.2752
H (2.85638, -2.89192, -3.39723)  0.2720
H (1.55178, -4.10287, -3.37667)  0.3131
C (2.82548, -3.58879, 3.46293)  -1.9357
C (1.32452, -3.55596, 3.16126)  1.2404
C (0.79025, -4.82055, 3.79681)  -1.8150
O (1.13585, -3.61234, 1.74737)  -0.5895
B (0.82490, -2.30934, 1.34345)  -0.7907
O (0.56309, -1.45888, 2.41073)  0.5407
C (0.58668, -2.23555, 3.60104)  1.8868
C (-0.84316, -2.50858, 4.01576)  -1.8975
C (1.24167, -1.40217, 4.67624)  -1.7544
H (3.20782, -4.59212, 3.20014)  0.4880
H (2.99963, -3.46950, 4.54489)  0.3869
H (3.40791, -2.84555, 2.90526)  0.2900
H (1.42888, -5.67247, 3.52701)  0.4818
H (0.82418, -4.73028, 4.88640)  0.3499
H (-0.22616, -5.06768, 3.49194)  0.3434
H (-0.87188, -2.94484, 5.02394)  0.4694
H (-1.40697, -1.57586, 4.03951)  0.3701
H (-1.35344, -3.19202, 3.32806)  0.3445
H (2.33493, -1.39085, 4.60029)  0.4353
H (0.87296, -0.37094, 4.63255)  0.2518
H (0.98846, -1.81080, 5.66035)  0.4561

---

Entry from the OMol25 dataset: a structure of composition C6H13NO (wB97M-V/def2-TZVPD).

Values from the calculation:
maximum force = 3.95 eV/Å
total charge = 0
gap between HOMO and LUMO = 8.4 eV
relative energy (zero: lowest compared OMol25 entry of this formula, charge and spin) = 302.6 kJ/mol
2S+1 = 1
LUMO level = 0.3 eV

Last column: Mulliken charge in e.
Geometry (Å):
C (-1.09376, -1.45614, 0.84061)  -1.1309
C (-1.55083, 1.37732, 0.91631)  -1.4341
C (-0.24594, 1.55443, -1.25003)  -1.3172
C (-0.61887, 0.73119, -0.06260)  1.0446
N (-0.34466, -0.55612, -0.00953)  -0.0932
H (-0.80658, -2.47518, 0.58183)  0.3154
H (-2.16996, -1.36026, 0.68803)  0.3577
H (-0.87207, -1.28698, 1.90120)  0.4167
H (-1.28837, 1.09360, 1.93510)  0.3685
H (-1.51038, 2.46069, 0.82912)  0.3846
H (0.37932, 1.00308, -1.94218)  0.2526
H (-1.17097, 1.87704, -1.74357)  0.4286
H (-2.57821, 1.05556, 0.72352)  0.3476
H (0.28990, 2.44660, -0.93101)  0.3313
C (2.11572, -1.21998, -0.89524)  -1.1203
C (1.46693, -0.55036, 0.29926)  0.4297
O (1.72009, 0.70685, 0.51267)  -0.7618
H (1.49527, -1.23752, 1.17364)  0.2760
H (3.11354, -1.56144, -0.62354)  0.3607
H (1.48981, -2.06383, -1.20114)  0.2909
H (2.18002, -0.53855, -1.74244)  0.2528